Run w
Formula: C4H9N2
Source: the OMol25 dataset
Level of theory: ωB97M-V/def2-TZVPD

Charge: +1
Highest occupied orbital energy, eV: -14.20

Each line ends with the Mulliken charge.
Geometry (Å):
C 2.87 -0.25 -0.05  -0.0509
C -1.25 0.89 -0.64  -0.4012
C -1.38 -0.12 0.30  0.3916
C -2.42 -1.02 0.86  -0.9468
N 2.36 0.86 -0.50  -0.1173
N -0.18 0.13 0.02  -0.5265
H 2.35 -1.16 0.34  0.2622
H -1.29 0.69 -1.74  0.2476
H -1.32 1.97 -0.30  0.2497
H -3.45 -0.71 0.59  0.3058
H -2.47 -0.82 1.94  0.3077
H -2.16 -2.13 0.72  0.2819
H 1.31 0.96 -0.38  0.4483
H 3.88 -0.57 -0.14  0.2955
H 2.89 1.66 -0.81  0.2525

=====

Run x
Formula: C4H9N2
Source: the OMol25 dataset
Level of theory: ωB97M-V/def2-TZVPD

Charge: +1
Highest occupied orbital energy, eV: -14.57

Each line ends with the Mulliken charge.
Geometry (Å):
C 0.30 0.92 -0.01  0.0447
C -1.12 1.06 0.12  -0.5086
C -1.93 -0.16 -0.02  -0.0604
C 2.29 -0.54 -0.04  -0.8228
N 0.86 -0.23 0.03  -0.1288
N -1.41 -1.32 -0.01  -0.3759
H 0.89 1.88 -0.28  0.3162
H -1.65 1.57 0.98  0.3436
H -1.36 1.75 -0.83  0.3077
H -2.98 0.12 -0.23  0.3665
H 2.64 -1.09 -0.83  0.3376
H 2.45 -1.14 0.95  0.3024
H 2.86 0.44 0.07  0.2906
H -0.10 -1.03 -0.09  0.3899
H -1.73 -2.24 0.20  0.1972

=====

Run y
Formula: C4H9N2
Source: the OMol25 dataset
Level of theory: ωB97M-V/def2-TZVPD

Charge: +1
Highest occupied orbital energy, eV: -14.69
Structure (SMILES): C[NH2+][C@@H]1[C@H]2CN21

Each line ends with the Mulliken charge.
Geometry (Å):
C 2.13 -0.20 0.02  -0.7739
N 1.00 0.74 -0.12  -0.1131
C -0.19 0.10 0.36  -0.2371
C -1.25 -0.59 -0.55  -0.1008
C -2.36 -0.23 0.36  -0.3160
N -1.51 0.77 -0.27  -0.4193
H 2.10 -0.97 -0.73  0.3370
H 3.09 0.33 -0.17  0.3536
H 2.11 -0.73 0.94  0.3477
H 0.85 1.01 -1.09  0.3601
H 1.16 1.67 0.22  0.3740
H 0.00 -0.13 1.44  0.3688
H -1.32 -1.11 -1.47  0.3102
H -3.34 -0.27 -0.30  0.2181
H -2.47 -0.39 1.39  0.2906

=====

Which is the most stable structure? run x is the most stable.